[1]
C21H21Cl2FeN4O3S | ωB97M-V with the def2-TZVPD basis set

```
! wB97M-V def2-TZVPD RIJCOSX def2/J DEFGRID3
* xyz 0 6
Fe -0.22244 -0.41329 -1.18988
Cl -1.19346 -2.90666 -0.92905
C 0.04244 -4.09131 -0.40774
Cl 1.57533 -3.82236 -1.21625
H -0.34581 -5.06085 -0.70050
H 0.14641 -3.96721 0.66398
C -2.32680 2.20914 1.99719
C -3.62653 2.26336 1.51402
C -3.90193 1.69019 0.29135
C -2.87421 1.07821 -0.43018
N -1.62059 1.01468 0.04578
C -1.37440 1.57158 1.23193
C -3.08765 0.41810 -1.72846
C -4.26185 0.59879 -2.46601
C -4.43441 -0.07698 -3.65572
C -3.44146 -0.93215 -4.10964
C -2.26560 -1.09453 -3.39158
C -2.06523 -0.41362 -2.18816
H -2.04775 2.64239 2.94635
H -4.41107 2.73869 2.08676
H -4.90407 1.68942 -0.10690
H -0.35947 1.51919 1.59710
H -5.03674 1.27165 -2.12290
H -5.33890 0.06356 -4.23232
H -3.57624 -1.46508 -5.04300
H -1.51225 -1.76068 -3.78529
C 3.73807 -1.67834 1.05633
C 3.86684 -0.16663 0.98877
C 2.62461 0.68195 1.40644
C 3.03801 2.15754 1.31592
C 1.97957 3.19088 1.66268
C 2.26602 0.28855 2.82648
O 2.82455 0.73977 3.79696
N 1.30825 -0.69417 2.94630
C 0.59579 -1.31813 1.91809
O -0.07622 -2.29162 2.17098
N 0.67310 -0.73225 0.67774
C 1.49914 0.31537 0.47548
O 1.30244 0.95089 -0.58941
H 4.67520 -2.13175 0.73664
H 2.95572 -2.05822 0.40204
H 3.53877 -2.02936 2.06939
H 4.11676 0.14857 -0.02684
H 4.68118 0.17040 1.63354
H 3.39757 2.32685 0.29976
H 3.89181 2.27007 1.98542
H 1.17933 3.21027 0.92438
H 2.42480 4.18530 1.67697
H 1.55562 3.01839 2.65386
H 1.15861 -1.07814 3.86930
S 1.50728 -2.26552 -4.95132
C 1.04438 -1.33253 -3.74631
N 0.69751 -0.64238 -2.85045
*
```

As for the LUMO energy (spin up / spin down): -0.072 / -1.235 eV. The calculation puts the relative energy (zero: lowest compared OMol25 entry of this formula, charge and spin) at 0.0 kJ/mol. For the HOMO energy (spin up / spin down), the calculation gives -8.37 / -8.54 eV. The value obtained for the orbital gap (spin up / spin down) is 8.29 / 7.30 eV.

***

[2]
C21H21Cl2NO3S | ωB97M-V with the def2-TZVPD basis set

```
! wB97M-V def2-TZVPD RIJCOSX def2/J DEFGRID3
* xyz 0 1
O -2.77823 -3.82166 0.01331
O -3.24777 -2.18599 1.80902
Cl 0.98605 5.24708 -4.78368
Cl -0.37235 2.42136 -0.36631
O -3.31507 2.92895 -0.35689
C -2.66790 -0.10075 -2.59512
C -2.45485 -1.30670 -1.95447
C -3.15186 0.10822 -0.36153
C -3.07847 0.83193 -1.50539
C -1.51475 4.29765 -4.43116
C 0.04467 3.80247 -2.67547
C -2.51104 3.58236 -3.72393
C 1.07341 -0.76334 1.52065
C 1.30926 -3.13075 1.79687
C -0.21342 -0.94176 1.11388
C 0.00149 -3.32463 1.34820
C -0.24693 4.35144 -3.90998
C -0.89181 3.10187 -1.92632
C -2.22295 2.97731 -2.45974
C 1.89175 -1.84258 1.93544
C -0.77884 -2.23711 1.00941
N -2.80085 -1.21755 -0.63521
C -3.31464 2.29869 -1.64680
C 4.31274 -1.45909 1.33282
C 3.33185 -0.43016 3.43520
C 3.70721 -2.83668 3.41687
C 3.31350 -1.64942 2.51737
S -2.52012 -2.46135 0.58163
H -2.42964 2.95493 -0.01475
H -2.57351 0.03513 -3.68482
H -2.05555 -2.17134 -2.48024
H -3.48758 0.55029 0.58601
H -1.74788 4.80390 -5.38184
H 1.07177 3.86643 -2.28752
H -3.53579 3.55988 -4.07304
H 1.46837 0.25916 1.54045
H 1.80146 -4.03331 2.11427
H -0.76124 -0.06660 0.85743
H -0.39190 -4.31206 1.30530
H -4.33799 2.44541 -2.05331
H 5.33557 -1.39542 1.71260
H 4.25473 -2.34138 0.67848
H 4.11722 -0.55979 0.77929
H 2.48393 -0.52464 4.18013
H 3.24440 0.50295 2.84725
H 4.29043 -0.39240 3.93572
H 2.84051 -3.10393 3.99388
H 4.52372 -2.58896 4.10625
H 3.99890 -3.72809 2.83977
*
```

As for the LUMO energy: 0.422 eV. For the HOMO energy, the calculation gives -9.00 eV. The value obtained for the orbital gap is 9.42 eV.

***

[3]
C21H21Cl3F2GeNPd | ωB97M-V with the def2-TZVPD basis set

```
! wB97M-V def2-TZVPD RIJCOSX def2/J DEFGRID3
* xyz 2 2
Pd -0.18460 0.24340 0.50870
C 1.44360 -2.17510 -0.36990
C 0.13910 -2.40770 -0.90850
C 0.05030 -1.68770 -2.14280
C 1.25750 -0.93240 -2.31610
C 2.13930 -1.27820 -1.24780
C 3.54970 -0.91010 -1.08840
C 1.56520 -0.03610 -3.44240
C -0.99640 -1.93320 -3.15170
C -0.86140 -3.39370 -0.45370
C 2.07780 -2.88080 0.75630
H 4.17380 -1.80610 -1.05690
H 3.69590 -0.41620 -0.12240
H 3.91000 -0.26270 -1.88150
H 1.32520 -0.51220 -4.39400
H 2.61110 0.25780 -3.44600
H 0.96310 0.87560 -3.39770
H -0.86680 -2.94690 -3.54430
H -0.94400 -1.25110 -3.99350
H -1.99530 -1.91280 -2.71590
H -0.92230 -4.21000 -1.17940
H -1.85830 -2.95170 -0.41520
H -0.62370 -3.81160 0.51930
H 2.75180 -2.21560 1.30060
H 2.69820 -3.69530 0.36930
H 1.34500 -3.32170 1.43300
F -0.63920 3.48560 5.10810
C -0.97990 3.33740 3.83910
C -0.66180 2.13830 3.19660
C -1.01160 1.98550 1.87970
C -1.66290 2.97960 1.14110
C -1.95980 4.16740 1.83660
F -2.56120 5.17310 1.20850
C -1.62210 4.35680 3.16300
C -1.96890 2.72370 -0.26970
C -2.83110 3.50980 -1.04400
C -3.09110 3.16360 -2.35630
C -2.49510 2.03170 -2.89430
C -1.65500 1.30060 -2.07540
N -1.39400 1.62940 -0.81410
H -0.14060 1.37330 3.76880
H -1.84970 5.29120 3.64840
H -3.30690 4.38170 -0.62700
H -3.75510 3.77000 -2.95250
H -2.68290 1.72230 -3.91070
H -1.17440 0.40580 -2.43800
Cl 0.29160 -2.67920 5.07800
Ge 0.97990 -1.18150 3.77630
Cl -0.74020 -1.36000 2.18850
Cl 1.90370 0.65000 1.36930
*
```

As for the LUMO energy (spin up / spin down): -9.964 / -9.868 eV. For the HOMO energy (spin up / spin down), the calculation gives -14.51 / -14.44 eV. The value obtained for the orbital gap (spin up / spin down) is 4.55 / 4.58 eV.

***

[4]
C21H21ClEuN2P | ωB97M-V with the def2-TZVPD basis set

```
! wB97M-V def2-TZVPD RIJCOSX def2/J DEFGRID3
* xyz 2 7
Eu 2.20580 1.63247 0.35603
Cl 2.35341 2.25761 2.82833
P -0.45901 0.40994 0.29533
C -0.43739 -1.27251 -0.38972
C -0.92425 -1.57603 -1.67477
C -0.78289 -2.86835 -2.18268
C -0.14567 -3.86393 -1.43547
C 0.34880 -3.56509 -0.16013
C 0.20519 -2.28305 0.36455
C -1.46566 0.35636 1.81493
C -1.32741 1.45502 2.69406
C -2.03712 1.49202 3.89099
C -2.87839 0.43274 4.24767
C -3.00878 -0.65812 3.38608
C -2.31971 -0.70111 2.17423
C -1.20267 1.59457 -0.88526
C -0.45968 2.68624 -1.38506
C -1.11946 3.73064 -2.03343
C -2.48349 3.64414 -2.32552
C -3.19549 2.50137 -1.95122
C -2.57122 1.49270 -1.21161
H -0.63737 2.26692 2.44104
H -1.93448 2.35844 4.54592
H -3.43791 0.47194 5.18499
H -3.66456 -1.48311 3.66000
H -2.44560 -1.54834 1.49991
H -1.42108 -0.80343 -2.26462
H -1.18019 -3.10584 -3.17127
H -0.04471 -4.87635 -1.83720
H 0.83426 -4.34428 0.43310
H 0.58115 -2.05056 1.36404
H 0.63876 2.73864 -1.29982
H -0.56014 4.62014 -2.31737
H -2.98789 4.46127 -2.84891
H -4.24807 2.40570 -2.23151
H -3.14457 0.62890 -0.87432
H 1.86552 0.23134 -1.34946
H 1.76178 0.95284 -1.69700
N 4.96586 -1.98266 -0.40938
C 5.15175 -1.13184 -1.49926
C 4.45048 0.00688 -1.21830
N 3.80531 -0.16097 0.01027
C 4.14925 -1.35960 0.48278
H 5.35911 -2.91314 -0.28985
H 5.73318 -1.39404 -2.36538
H 4.29172 0.90296 -1.79520
H 3.82352 -1.78945 1.42948
*
```

As for the LUMO energy (spin up / spin down): -9.758 / -7.159 eV. The calculation puts the relative energy (zero: lowest compared OMol25 entry of this formula, charge and spin) at 0.0 kJ/mol. For the HOMO energy (spin up / spin down), the calculation gives -14.47 / -14.49 eV. The value obtained for the orbital gap (spin up / spin down) is 4.71 / 7.33 eV.